[1]
# C5H10N

The ion C5H10N with charge +1 in a non-equilibrium geometry (wB97M-V/def2-TZVPD, OMol25).

```
16
Properties=species:S:1:pos:R:3:nbo_charge:R:1
C -0.342 -0.605 0.326 -0.02
C 2.447 1.706 0.339 0.07
H 2.121 2.757 0.772 0.24
C -1.776 -0.624 -0.035 -0.47
H -2.962 -1.544 -1.712 0.23
H 2.287 -0.089 0.610 0.45
C 0.227 0.648 0.525 -0.13
H -2.356 -1.008 0.782 0.25
H -1.813 -2.686 -1.285 0.23
N 1.650 0.713 0.454 -0.42
H -2.220 0.367 -0.205 0.24
H -1.333 -1.200 -2.165 0.21
H -0.309 1.480 0.970 0.25
C -1.989 -1.637 -1.322 -0.60
H 3.447 1.543 -0.110 0.24
H 0.195 -1.540 0.166 0.23
```

The SMILES is C=[NH+]/C=C/CC. The value obtained for the energy above the lowest of the compared OMol25 structures with the same formula, charge and spin is 238.3 kJ/mol. The calculation puts the LUMO energy at -5.417 eV. The value obtained for the total energy is -6827.733 eV. The value obtained for the orbital gap is 8.6 eV. The charge is +1.



[2]
# C4H12

A cluster of 2 separate species, C4H12 in total in a non-equilibrium geometry (wB97M-V/def2-TZVPD, OMol25).

```
16
Properties=species:S:1:pos:R:3:nbo_charge:R:1
H 0.141 3.142 0.547 0.20
H 0.088 -2.266 0.228 0.20
C 0.607 2.175 0.396 -0.60
H -1.578 -2.916 -1.569 0.20
H -0.099 -0.671 -0.187 0.21
H 1.593 2.249 -0.058 0.20
C -1.324 -1.876 -1.400 -0.61
H 1.099 0.361 1.413 0.20
C 0.705 1.340 1.676 -0.61
H -2.150 -1.383 -0.884 0.20
H 1.493 1.756 2.300 0.20
H -1.229 -1.432 -2.400 0.20
H -0.006 1.668 -0.353 0.20
H -0.239 1.350 2.208 0.21
C 0.005 -1.637 -0.670 -0.62
H 0.893 -1.861 -1.247 0.21
```

The SMILES is CC.CC. The value obtained for the energy above the lowest of the compared OMol25 structures with the same formula, charge and spin is 28.6 kJ/mol. The calculation puts the LUMO energy at 1.151 eV. The value obtained for the total energy is -4342.232 eV. The value obtained for the orbital gap is 12.7 eV.



[3]
# C48H48Cl5F3N5Sn

A structure of composition C48H48Cl5F3N5Sn in a non-equilibrium geometry (wB97M-V/def2-TZVPD, OMol25).

```
110
Properties=species:S:1:pos:R:3:mulliken_charge:R:1
C -6.759 0.254 0.003 0.70
H 4.321 -5.292 2.581 0.45
H -3.279 5.263 -1.071 0.43
H 0.239 3.625 6.533 0.42
C 0.173 1.352 2.807 -0.10
H -1.076 1.997 5.212 0.42
C 3.733 -4.634 1.941 -0.77
H 1.227 -0.512 -6.311 0.48
C 1.740 -0.196 2.773 -0.33
N -2.525 -0.170 0.269 0.66
C 0.564 1.122 4.172 1.02
H -2.558 -0.770 -1.698 0.15
C 1.210 -0.010 -4.251 0.97
H 2.941 -1.813 -3.246 0.63
H 1.561 -2.484 4.876 0.09
H 4.926 -2.878 2.355 0.48
C -1.804 0.887 -5.681 -0.99
C 1.505 -0.320 -2.880 -0.55
H 6.167 -3.449 -3.045 0.43
H -0.616 2.636 -5.220 0.46
H 2.033 -2.230 6.565 0.43
Cl -0.022 -5.412 -2.421 -0.18
H 2.209 0.226 6.165 0.43
C 3.250 -0.055 -5.727 -1.19
C -2.074 5.704 1.978 -1.26
H -3.802 4.705 1.159 0.48
C 4.455 -3.476 -1.713 -1.19
H -2.519 4.559 -2.488 0.47
F -7.350 -0.952 -0.002 -0.25
H -5.038 -0.549 -1.929 0.54
H -2.658 6.332 2.650 0.44
C 0.236 0.947 -4.240 0.96
H 3.280 -0.645 5.080 0.50
H -2.667 0.413 2.234 0.55
C 3.782 -2.541 0.587 0.71
H -1.129 5.457 2.464 0.27
C 2.432 -1.258 -2.470 -0.75
C -0.457 1.572 -5.408 -1.28
C 3.712 -2.580 -0.774 0.75
Cl -0.816 -2.443 -2.668 -0.13
H -1.658 -0.175 -5.879 0.30
C -4.542 -0.318 -0.996 -1.32
H 0.073 1.157 6.234 0.46
C -0.039 -5.022 0.246 0.31
C -4.604 0.384 1.295 -1.08
H -1.851 6.276 1.077 0.32
C 2.860 -1.520 1.020 -0.10
C -0.229 -4.243 1.386 0.23
H -2.292 1.334 -6.547 0.42
C 0.695 3.141 5.669 -1.22
F -7.267 0.955 1.026 -0.28
H 3.388 -5.205 1.077 0.24
H 3.910 -0.162 -4.865 0.26
C -2.094 3.539 0.696 0.98
H 3.775 -3.833 -2.490 0.38
H 2.855 -4.297 2.495 0.06
F -7.104 0.878 -1.136 -0.25
Cl 0.281 -6.697 0.395 -0.16
H 0.176 1.493 -6.292 0.47
H 3.707 -0.559 -6.578 0.41
C -3.170 -0.441 -0.865 -0.17
C -0.756 2.285 2.397 -0.68
N -0.628 1.922 -0.014 -0.54
C -3.039 4.318 -1.559 -1.39
H 5.459 -3.791 0.952 0.45
H 1.751 2.977 5.884 0.33
C 1.543 0.171 4.148 1.08
H 0.497 -1.591 5.963 0.28
C -0.430 -2.869 1.252 0.45
C -3.228 0.224 1.328 -0.45
C -0.164 -4.441 -1.013 0.20
H 3.224 -1.653 3.087 0.35
C 2.232 -0.458 5.317 -1.29
H -1.530 2.700 -3.173 0.37
C 2.760 -1.572 -1.167 0.29
H -5.151 0.712 2.168 0.59
C 1.541 -1.775 5.706 -0.88
C -2.855 4.430 1.626 -1.31
H 4.807 -4.350 -1.164 0.48
C -2.153 3.508 -0.667 0.90
H 3.171 1.007 -5.962 0.33
Cl -0.781 -1.950 2.657 -0.09
H -1.225 2.877 3.171 0.52
C -4.336 3.556 -1.871 -0.88
C -1.135 2.546 1.095 0.11
C -5.262 0.114 0.108 0.53
H -2.466 0.981 -4.819 0.17
H 6.367 -2.450 -1.600 0.32
C 2.635 -1.149 2.331 -0.47
H -4.983 4.144 -2.522 0.49
C -0.068 1.219 -2.861 0.13
C 5.656 -2.772 -2.361 -1.20
C 1.864 -0.646 -5.436 -1.36
C -0.398 -3.067 -1.123 0.91
N 0.898 0.538 1.974 -0.19
Cl -0.193 -4.969 2.939 -0.13
N 2.251 -0.951 -0.061 -0.83
C -0.431 -2.258 0.004 -1.29
C -0.981 2.154 -2.418 -0.79
C 4.577 -3.435 1.484 -1.42
H 5.342 -1.890 -2.919 0.22
C -0.011 1.813 5.367 -1.37
N 0.715 0.435 -2.052 -0.26
Sn 0.237 -0.076 -0.001 1.21
H 0.628 3.821 4.818 0.28
H 1.954 -1.722 -5.266 0.41
H -4.115 2.608 -2.365 0.14
C -1.240 2.487 -1.103 0.01
H -4.877 3.337 -0.950 0.21
H -3.092 3.885 2.542 0.40
```

The value obtained for the energy above the lowest of the compared OMol25 structures with the same formula, charge and spin is 39.2 kJ/mol. The calculation puts the LUMO energy at -3.946 eV. The value obtained for the total energy is -134600.180 eV. The value obtained for the orbital gap is 5.7 eV. The charge is +1.



[4]
# C4H18N2O5

A cluster of 5 separate species, C4H18N2O5 in total in a non-equilibrium geometry (wB97M-V/def2-TZVPD, OMol25).

```
29
Properties=species:S:1:pos:R:3:nbo_charge:R:1
H 1.624 1.444 -2.890 0.49
O -2.659 -0.416 -1.657 -0.97
H 1.501 -1.405 -3.402 0.48
O 1.020 -1.882 -2.740 -0.98
H 1.776 -1.502 1.212 0.12
O -1.060 1.565 -1.275 -0.96
H 1.757 0.568 -1.459 0.51
H -3.130 -0.895 -0.966 0.46
H 0.628 -2.011 2.430 0.17
C 0.239 0.532 1.710 -0.16
N 0.467 -2.956 0.451 -0.88
H -0.915 1.382 -2.209 0.49
C -1.032 1.331 1.902 0.44
H 1.999 1.867 1.474 0.23
H 1.425 -2.565 -2.202 0.50
C 1.393 1.143 0.933 -0.61
H -0.231 -2.703 -0.209 0.38
H 0.457 0.140 2.719 0.22
H 2.009 0.350 0.545 0.20
N -0.101 -0.730 1.017 -0.67
H 0.406 -3.908 0.760 0.38
H -1.961 0.771 1.737 0.13
H -0.194 1.940 -1.052 0.49
H 0.954 1.779 0.181 0.20
C 0.727 -1.863 1.342 -0.02
O -0.988 2.403 2.447 -0.51
H -2.134 0.227 -1.133 0.48
H -0.386 -0.598 0.055 0.38
O 1.611 1.383 -1.939 -0.99
```

The SMILES is C[C@@H](C=O)NCN.O.O.O.O. The value obtained for the energy above the lowest of the compared OMol25 structures with the same formula, charge and spin is 332.5 kJ/mol. The calculation puts the LUMO energy at 0.180 eV. The value obtained for the total energy is -17655.922 eV. The value obtained for the orbital gap is 8.9 eV.



[5]
# C24H26N4PtSi

A structure of composition C24H26N4PtSi in a non-equilibrium geometry (wB97M-V/def2-TZVPD, OMol25).

```
56
Properties=species:S:1:pos:R:3:lowdin_spin:R:1
Si -1.641 -0.262 0.481 0.08
H -2.442 -1.439 2.573 0.02
C -3.590 -1.826 -0.892 0.01
N 4.371 3.143 0.585 0.00
H -3.095 2.305 -1.044 0.00
H 5.099 3.588 0.045 0.00
N 2.660 1.802 1.051 0.18
C 3.240 -1.663 -0.533 0.28
H -0.221 -2.072 -1.508 0.00
H -0.525 0.627 -0.013 0.04
C 2.192 0.455 -2.674 0.02
C 2.220 -1.772 0.472 0.33
C -1.756 -3.340 -2.395 0.00
H 1.333 -2.401 0.509 0.02
C -1.286 -2.315 -1.551 0.01
H 4.784 -0.307 2.102 0.01
H 3.237 -2.139 -1.514 0.01
H 2.926 1.761 3.194 0.00
H 2.436 -1.383 2.681 0.04
H 5.055 3.459 2.680 0.00
C 2.732 -1.111 1.677 0.26
C 4.376 -1.055 0.049 0.12
H -0.607 -1.533 2.718 0.01
H -5.169 -3.062 -1.754 0.00
H 3.523 1.029 -4.376 0.00
Pt 1.245 0.309 0.387 1.49
C -3.718 1.919 -0.238 0.00
H -6.750 2.552 1.382 0.00
C -3.310 0.776 0.489 0.01
C -3.147 -3.588 -2.489 0.01
C -4.948 2.536 0.081 0.00
N 3.732 2.068 -2.439 0.01
C 4.069 -0.680 1.369 0.35
H -1.471 0.032 3.009 0.00
H 4.573 2.619 -2.582 0.00
H -1.037 -3.945 -2.983 0.00
C -5.464 0.817 1.676 0.00
H -4.325 -1.208 -0.367 0.00
C -4.258 0.178 1.338 0.00
C 4.349 3.000 1.986 0.01
H -5.279 3.436 -0.443 0.00
H -3.521 -4.366 -3.159 0.00
C -2.197 -1.583 -0.745 0.01
H -6.134 0.342 2.407 0.00
N 2.142 0.935 -1.361 0.14
H 1.503 -0.308 -3.009 0.00
C 3.066 1.930 -1.248 0.01
H -4.090 -0.816 1.756 0.00
C -5.815 2.035 1.076 0.00
C 3.345 2.386 0.064 0.01
H 1.292 -0.390 2.289 0.36
C 3.179 1.142 -3.351 0.01
C -1.469 -0.881 2.406 0.11
H 5.370 -1.029 -0.395 0.00
C 3.291 2.147 2.253 0.02
C -4.076 -2.854 -1.720 0.00
```

Its spin multiplicity is 5. The value obtained for the energy above the lowest of the compared OMol25 structures with the same formula, charge and spin is 106.3 kJ/mol. The calculation puts the LUMO energy (spin up / spin down) at -6.606 / -9.552 eV. The value obtained for the total energy is -42371.625 eV. The value obtained for the orbital gap (spin up / spin down) is 6.5 / 3.9 eV. The charge is +2.



[6]
# C25H26BrKN4O4S

A structure of composition C25H26BrKN4O4S (wB97M-V/def2-TZVPD, OMol25).

```
62
Properties=species:S:1:pos:R:3:nbo_charge:R:1
C 6.291 -3.353 -1.275 -0.19
H 0.606 -3.026 1.709 0.42
C -6.444 1.794 0.828 -0.21
C -0.978 -2.364 0.693 0.71
Br 0.974 7.696 -0.002 0.06
H -1.887 -3.017 -2.135 0.21
C 1.410 3.587 0.181 0.26
H 6.140 0.008 -0.944 0.22
N -3.335 4.227 -0.370 -0.44
C 4.272 -2.588 -0.144 0.03
H 3.932 3.539 -0.781 0.18
H 4.280 2.063 0.162 0.24
C 0.082 3.131 0.209 0.32
H -2.265 1.965 1.593 0.43
C -6.768 2.881 0.006 -0.23
H 3.995 3.614 1.002 0.18
C -1.872 -3.673 -1.263 -0.39
C 3.721 2.996 0.143 -0.27
C -0.292 -5.328 -0.060 -0.42
H -7.234 1.137 1.166 0.22
H -0.968 1.511 -0.022 0.51
H -2.799 -1.950 -0.298 0.23
H 0.283 -3.583 -1.160 0.22
C -0.497 -4.347 -1.214 -0.41
N 4.723 -1.301 -0.287 0.02
C 5.097 -3.613 -0.650 -0.23
C 6.706 -2.029 -1.407 -0.28
O 4.032 -0.277 0.155 -0.71
H -6.044 4.595 -1.088 0.23
H -1.532 6.099 0.085 0.25
H -2.650 -4.424 -1.422 0.20
S 2.773 -2.938 0.578 -0.48
C -5.801 3.755 -0.452 -0.19
C -5.141 1.543 1.216 -0.26
H -0.335 -4.879 -2.153 0.22
H -4.893 0.701 1.849 0.22
H 0.749 -5.652 -0.078 0.23
N -2.802 2.482 0.917 -0.58
K 1.721 -0.124 0.511 0.94
H 7.635 -1.764 -1.888 0.22
C -2.228 -2.831 -0.013 -0.51
H 2.680 5.319 0.100 0.24
H 6.896 -4.164 -1.657 0.22
H -7.802 3.036 -0.274 0.22
C 5.902 -1.043 -0.901 0.01
O -0.554 -1.208 0.606 -0.72
C 0.602 5.837 0.085 -0.08
O -0.081 1.776 0.255 -0.71
H -0.915 -6.216 -0.202 0.20
C -4.171 2.423 0.754 0.17
H -1.660 -4.875 1.571 0.19
C -0.967 4.035 0.193 -0.15
O 2.352 2.615 0.205 -0.50
C -2.366 3.602 0.236 0.37
H -0.027 -5.220 2.090 0.22
C -4.483 3.522 -0.066 0.06
C 1.668 4.944 0.124 -0.30
H -2.837 -3.410 0.681 0.22
C -0.610 -4.721 1.318 -0.22
C -0.703 5.408 0.116 -0.21
H 4.736 -4.623 -0.529 0.23
N -0.318 -3.299 1.398 -0.60
```

The value obtained for the energy above the lowest of the compared OMol25 structures with the same formula, charge and spin is 24.8 kJ/mol. The calculation puts the LUMO energy at 0.125 eV. The value obtained for the total energy is -137701.630 eV. The value obtained for the orbital gap is 7.2 eV.



[7]
# C26H32N5O3W

A structure of composition C26H32N5O3W in a non-equilibrium geometry (wB97M-V/def2-TZVPD, OMol25).

```
67
Properties=species:S:1:pos:R:3:nbo_charge:R:1
H 3.057 -0.898 3.285 0.26
C -0.954 4.490 -1.982 0.11
W -0.353 -0.670 0.466 1.86
H -2.315 -0.467 3.521 0.25
H 4.936 0.584 -0.266 0.26
C 4.050 0.461 0.347 -0.13
H -1.952 6.364 -2.034 0.27
C 1.462 -3.044 0.003 -0.10
C 5.479 -0.821 1.988 -0.65
C 0.746 3.467 -0.547 -0.27
H -0.919 0.494 5.662 0.29
H 5.523 -0.980 3.064 0.25
H 2.802 1.503 -1.044 0.25
C 0.718 0.552 4.187 0.06
H -0.595 6.259 -3.149 0.25
O 0.201 -2.822 0.696 -0.58
C 4.158 -0.246 1.565 0.05
C -1.720 3.353 -1.900 -0.25
N -2.054 1.104 -1.092 -0.17
C -1.792 -3.593 -0.497 -0.09
H 1.605 0.932 4.669 0.27
H 6.296 -0.160 1.704 0.26
H -1.388 -3.733 -1.502 0.19
C 1.803 0.191 1.929 0.02
O 0.710 -1.254 -1.334 -0.58
H -0.267 -4.838 0.442 0.23
H -3.622 -1.115 1.293 0.21
C 0.634 -0.582 -2.625 -0.24
H -4.800 -0.348 0.229 0.24
H 1.680 3.541 -0.006 0.25
N -1.684 0.176 -0.257 -0.36
H 0.681 -3.205 -2.028 0.22
O -2.131 -2.227 -0.279 -0.58
C -2.993 0.558 -2.032 -0.02
C -3.448 -0.691 -1.905 -0.20
H -3.892 -2.619 -1.202 0.23
H 1.634 -0.542 -3.051 0.22
H -2.682 3.319 -2.394 0.25
C -4.269 -1.275 0.431 -0.63
C -0.800 -3.902 0.597 -0.08
C -3.434 -1.730 -0.772 0.07
H 5.653 -1.783 1.499 0.25
C -1.426 5.699 -2.724 -0.66
C -1.292 2.251 -1.151 0.15
H -0.047 -1.137 -3.268 0.22
H -2.656 -4.250 -0.381 0.24
C 3.019 -0.381 2.333 -0.20
H 0.896 5.421 -1.337 0.25
H 2.298 -2.477 -1.890 0.24
H -1.280 -3.918 1.573 0.23
C 1.321 -2.572 -1.415 -0.10
C -0.016 2.281 -0.447 0.30
H -5.002 -2.032 0.704 0.25
H -2.118 5.430 -3.520 0.25
C -0.558 0.321 4.663 -0.27
H 0.260 0.421 -2.446 0.21
C 0.297 4.519 -1.286 -0.10
C -1.281 -0.167 3.582 0.05
H -4.106 -0.974 -2.720 0.26
N 0.732 0.221 2.884 -0.16
H -3.244 1.202 -2.861 0.25
N -0.494 -0.234 2.503 -0.39
H 2.201 -2.447 0.542 0.22
H 1.749 -4.091 0.074 0.25
C 1.710 0.893 0.706 0.18
N 0.414 1.226 0.290 -0.60
C 2.860 0.991 -0.091 -0.24
```

Its spin multiplicity is 3. The value obtained for the energy above the lowest of the compared OMol25 structures with the same formula, charge and spin is 0.0 kJ/mol. The calculation puts the LUMO energy (spin up / spin down) at -9.531 / -11.303 eV. The value obtained for the total energy is -42870.788 eV. The value obtained for the orbital gap (spin up / spin down) is 6.5 / 5.6 eV. The charge is +3.